DFT (ωB97M-V/def2-TZVPD) results for C14H20NO2SV as an isolated structure at a distorted geometry.

Each line ends with the Mulliken charge.
CARTESIAN COORDINATES (ANGSTROEM)
C1 -3.391 1.807 0.482  0.110
C2 -2.821 2.457 -0.361  -0.373
C3 -1.865 3.108 -1.330  -0.877
C4 -0.424 2.504 -1.369  -0.949
C5 0.001 1.619 -0.170  0.604
C6 0.637 2.347 1.038  0.120
S1 0.131 4.082 1.185  -0.204
C7 0.157 1.590 2.334  -0.855
C8 0.641 0.079 2.349  -0.573
C9 -0.578 -0.919 2.280  -0.334
C10 -0.189 -2.308 1.712  -0.847
N1 0.139 -2.297 0.291  0.399
C11 1.150 -3.042 -0.284  -0.571
C12 1.203 -2.769 -1.663  -0.194
C13 0.148 -1.789 -1.963  -0.792
C14 -0.456 -1.582 -0.708  -0.327
H1 -3.765 1.199 1.303  0.406
H2 -2.312 3.039 -2.348  0.374
H3 -1.846 4.198 -1.101  0.384
H4 -0.336 1.884 -2.292  0.413
H5 0.295 3.340 -1.528  0.329
H6 0.809 0.937 -0.560  0.249
H7 -0.780 0.944 0.229  -0.550
H8 -1.234 4.081 1.048  0.146
H9 0.569 2.081 3.245  0.491
H10 -0.954 1.613 2.331  0.377
H11 1.210 -0.145 3.275  0.433
H12 1.271 -0.147 1.456  0.320
H13 -0.931 -1.087 3.326  0.425
H14 -1.460 -0.503 1.741  0.098
H15 0.677 -2.695 2.296  0.337
H16 -0.990 -3.073 1.854  0.284
H17 1.805 -3.747 0.242  0.351
H18 1.889 -3.192 -2.410  0.322
H19 -0.130 -1.315 -2.912  0.428
H20 -1.304 -0.891 -0.609  0.487
O1 2.847 -4.567 -3.898  -0.998
V1 4.348 -3.805 -4.139  1.475
O2 5.838 -3.036 -4.371  -0.920

Computed properties:
Strongest force on any atom in Eh/bohr: 0.118
Gap between HOMO and LUMO in eV: 1.624



DFT (ωB97M-V/def2-TZVPD) results for C39H56IrN2O4P3Si2 as an isolated structure at a distorted geometry.

Each line ends with the Mulliken charge.
CARTESIAN COORDINATES (ANGSTROEM)
Ir1 0.153 0.986 -0.502  2.856
C1 0.586 2.171 -3.908  -1.111
Si1 -0.328 0.540 -3.861  0.395
C2 -2.085 0.745 -4.457  -1.048
C3 0.541 -0.726 -4.925  -0.967
N1 -0.406 -0.028 -2.179  -0.801
P1 0.113 -1.441 -1.504  1.551
C4 -0.140 -1.005 0.167  -1.530
P2 -1.783 -0.521 0.572  1.462
N2 -1.831 0.948 -0.162  -0.089
Si2 -2.511 2.570 0.079  0.205
C5 -3.912 2.764 -1.141  -1.163
C6 -3.115 2.882 1.809  -1.206
C7 -1.180 3.814 -0.343  -0.485
C8 -2.114 -0.496 2.336  0.471
C9 -3.414 -0.246 2.775  -0.796
C10 -3.685 -0.182 4.130  -0.697
C11 -2.661 -0.375 5.050  -0.783
C12 -1.375 -0.657 4.615  -0.384
C13 -1.098 -0.720 3.257  -0.089
C14 -3.062 -1.631 -0.036  0.800
C15 -3.107 -2.950 0.414  -0.504
C16 -4.123 -3.784 -0.018  -0.703
C17 -5.105 -3.304 -0.879  -0.716
C18 -5.064 -1.992 -1.323  -0.775
C19 -4.038 -1.154 -0.904  -0.416
C20 1.857 -1.691 -1.960  1.528
C21 2.374 -2.952 -2.258  -1.081
C22 3.693 -3.102 -2.662  -0.665
C23 4.514 -1.993 -2.793  -0.934
C24 4.002 -0.730 -2.535  -1.099
C25 2.686 -0.583 -2.132  -0.302
C26 -0.732 -2.975 -1.908  0.990
C27 -0.419 -4.147 -1.219  -0.711
C28 -1.111 -5.315 -1.494  -0.846
C29 -2.124 -5.316 -2.445  -0.807
C30 -2.461 -4.145 -3.107  -0.570
C31 -1.769 -2.974 -2.835  -0.478
H1 0.281 2.762 -4.774  0.438
H2 0.391 2.780 -3.022  0.223
H3 1.665 2.014 -3.977  0.238
H4 -2.107 1.342 -5.372  0.412
H5 -2.546 -0.218 -4.688  0.328
H6 -2.710 1.244 -3.715  0.155
H7 0.392 -0.466 -5.976  0.499
H8 1.614 -0.759 -4.735  0.220
H9 0.143 -1.734 -4.782  0.304
H10 -4.761 2.119 -0.905  0.342
H11 -4.275 3.795 -1.128  0.425
H12 -3.588 2.542 -2.159  0.236
H13 -4.035 2.345 2.040  0.341
H14 -2.362 2.617 2.554  0.228
H15 -3.326 3.951 1.904  0.549
H16 -0.551 3.530 -1.197  -0.048
H17 -1.643 4.764 -0.621  0.599
H18 -0.532 3.980 0.514  -0.227
H19 -4.220 -0.118 2.061  0.552
H20 -4.693 0.011 4.471  0.456
H21 -2.873 -0.317 6.110  0.420
H22 -0.584 -0.828 5.335  0.469
H23 -0.103 -0.943 2.898  0.009
H24 -2.356 -3.320 1.102  0.433
H25 -4.161 -4.809 0.327  0.490
H26 -5.904 -3.958 -1.202  0.430
H27 -5.829 -1.618 -1.991  0.468
H28 -3.986 -0.131 -1.259  0.146
H29 1.755 -3.834 -2.201  0.387
H30 4.072 -4.090 -2.885  0.440
H31 5.542 -2.111 -3.110  0.419
H32 4.622 0.148 -2.662  0.497
H33 2.319 0.421 -1.973  -0.218
H34 0.346 -4.144 -0.450  0.548
H35 -0.862 -6.225 -0.964  0.440
H36 -2.663 -6.231 -2.657  0.431
H37 -3.264 -4.141 -3.832  0.479
H38 -2.045 -2.055 -3.339  0.155
C32 3.344 4.513 3.259  -1.765
C33 3.107 3.747 1.972  1.758
C34 2.139 4.481 1.067  -1.499
C35 4.409 3.418 1.263  -1.519
O1 2.521 2.466 2.423  0.243
P3 1.693 1.393 1.663  0.537
O2 2.128 1.241 0.183  -0.064
O3 0.195 1.699 1.513  -1.585
O4 1.895 0.097 2.486  0.415
C36 3.113 -0.514 3.054  1.535
C37 4.199 -0.508 1.992  -1.247
C38 3.518 0.237 4.308  -1.441
C39 2.671 -1.929 3.379  -1.604
H39 3.804 5.476 3.033  0.427
H40 4.011 3.959 3.919  0.380
H41 2.403 4.689 3.779  0.399
H42 2.592 5.425 0.760  0.614
H43 1.213 4.704 1.597  0.292
H44 1.917 3.907 0.168  0.186
H45 4.899 4.343 0.956  0.521
H46 4.225 2.811 0.376  0.171
H47 5.083 2.881 1.931  0.315
H48 4.520 0.508 1.757  0.129
H49 3.841 -0.981 1.077  0.113
H50 5.065 -1.060 2.358  0.516
H51 3.835 1.253 4.086  0.123
H52 4.348 -0.292 4.780  0.466
H53 2.689 0.275 5.016  0.306
H54 2.345 -2.441 2.473  0.229
H55 1.846 -1.918 4.092  0.307
H56 3.500 -2.482 3.822  0.521

Computed properties:
Strongest force on any atom in Eh/bohr: 0.044
Charge: +1
Expectation value of S²: 0.76
Gap between HOMO and LUMO (spin up / spin down) in eV: 7.918 / 6.577
Energy above the lowest of the compared OMol25 structures with the same formula, charge and spin in kcal per mole: 16.1
Spin multiplicity: 2



DFT (ωB97M-V/def2-TZVPD) results for one molecule with the formula C5H10O.

Each line ends with the Mulliken charge.
CARTESIAN COORDINATES (ANGSTROEM)
C1 2.698 -0.151 0.101  -0.682
O1 1.495 0.276 -0.477  -0.320
C2 0.412 -0.107 0.333  -0.552
C3 -0.842 0.581 -0.129  -0.014
C4 -2.159 0.106 0.411  -0.581
C5 -1.835 -0.080 -1.044  -0.602
H1 2.725 0.128 1.169  0.308
H2 2.811 -1.246 0.034  0.274
H3 3.518 0.336 -0.431  0.241
H4 0.288 -1.206 0.333  0.286
H5 0.646 0.175 1.377  0.315
H6 -0.718 1.655 -0.259  0.355
H7 -2.899 0.848 0.693  0.260
H8 -2.148 -0.777 1.048  0.236
H9 -1.636 -1.089 -1.399  0.229
H10 -2.355 0.551 -1.761  0.246

Computed properties:
Strongest force on any atom in Eh/bohr: 0.007
SMILES: COCC1CC1
Gap between HOMO and LUMO in eV: 10.964
Energy above the lowest of the compared OMol25 structures with the same formula, charge and spin in kcal per mole: 36.2



DFT (ωB97M-V/def2-TZVPD) results for one molecule with the formula C4H5FO2 at a distorted geometry.

Each line ends with the Mulliken charge.
CARTESIAN COORDINATES (ANGSTROEM)
C1 -1.319 0.406 0.420  -1.021
C2 -0.590 -0.606 -0.372  -0.464
C3 0.993 -0.447 -0.257  0.551
F1 1.604 -1.676 -0.288  -0.284
O1 1.305 0.308 0.918  -0.361
C4 1.774 0.781 -0.145  0.474
O2 2.340 1.634 -0.725  -0.483
H1 -1.585 0.021 1.367  0.298
H2 -2.347 0.623 0.073  0.332
H3 -0.608 1.183 0.526  0.281
H4 -0.861 -0.624 -1.428  0.298
H5 -0.706 -1.603 -0.090  0.378

Computed properties:
Strongest force on any atom in Eh/bohr: 0.098
SMILES: CC[C@]1(F)OC1=O
Gap between HOMO and LUMO in eV: 11.326
Energy above the lowest of the compared OMol25 structures with the same formula, charge and spin in kcal per mole: 50.1